The following is a quantum chemistry calculation of a structure of composition C28H28I2N2OSiTi, from the Open Molecules 2025 dataset.

As for the energy above the lowest of the compared OMol25 structures with the same formula, charge and spin: 14.5 kcal/mol. As for the total energy: -3002.73408 a.u.

The geometry in ORCA input format:
```
! wB97M-V def2-TZVPD RIJCOSX def2/J DEFGRID3
* xyz 1 2
Ti 0.2452 -0.9740 0.1596
I 1.5408 -1.5708 4.9494
C 2.6591 -1.7617 3.1907
C 4.0460 -1.9729 3.2136
C 4.7622 -2.1150 2.0522
I 6.8364 -2.4039 2.1808
C 4.1183 -2.0697 0.7930
C 4.7120 -2.2931 -0.4661
C 3.9217 -2.2927 -1.5909
C 2.5607 -2.0081 -1.5015
N 1.9654 -1.7275 -0.3465
C 2.7299 -1.8171 0.7952
C 1.9853 -1.6664 1.9919
O 0.6761 -1.4737 1.8475
H 4.5493 -2.0367 4.1684
H 5.7731 -2.4888 -0.5403
H 4.3495 -2.5048 -2.5606
H 1.9354 -1.9880 -2.3843
C -1.0662 -1.7851 -1.2621
Si -2.0955 -0.2358 -0.9575
C -0.7867 1.1272 -1.4315
N 0.5522 0.8259 -0.8249
C 0.8002 1.6212 0.4216
C 2.2745 1.9693 0.5995
C 2.7272 2.9113 -0.5280
C 2.0225 2.5446 -1.8477
C 1.6504 1.0688 -1.8087
C -3.7646 0.2760 -1.6198
C -3.9945 0.4201 -2.9902
C -5.2331 0.8276 -3.4573
C -6.2598 1.0937 -2.5617
C -6.0476 0.9492 -1.1986
C -4.8090 0.5395 -0.7302
C -2.0844 -0.2231 0.9573
C -2.1090 0.9634 1.7057
C -2.1496 0.9403 3.0883
C -2.1799 -0.2760 3.7622
C -2.1908 -1.4623 3.0484
C -2.1437 -1.4366 1.6611
H -0.6853 -1.8728 -2.2853
H -1.5995 -2.7095 -1.0319
H -1.1075 2.1421 -1.1796
H -0.6893 1.1063 -2.5186
H 0.4354 1.0640 1.2982
H 0.2397 2.5584 0.3814
H 2.8774 1.0580 0.6202
H 2.4035 2.4503 1.5688
H 3.8092 2.8427 -0.6425
H 2.4972 3.9441 -0.2638
H 2.6678 2.7485 -2.7010
H 1.1129 3.1344 -1.9819
H 2.5304 0.4963 -1.5257
H 1.3244 0.7041 -2.7814
H -3.1992 0.2099 -3.6977
H -5.4028 0.9344 -4.5208
H -7.2281 1.4106 -2.9264
H -6.8467 1.1520 -0.4974
H -4.6470 0.4219 0.3350
H -2.1288 1.9192 1.1917
H -2.1654 1.8697 3.6433
H -2.2139 -0.2955 4.8436
H -2.2407 -2.4087 3.5704
H -2.2223 -2.3745 1.1233
*
```

=====

The following is a quantum chemistry calculation of a structure of composition C28H28N10O4SScSe, from the Open Molecules 2025 dataset.

As for the energy above the lowest of the compared OMol25 structures with the same formula, charge and spin: 85.1 kcal/mol. As for the total energy: -5492.77375 a.u.

The geometry in ORCA input format:
```
! wB97M-V def2-TZVPD RIJCOSX def2/J DEFGRID3
* xyz -1 1
Sc -1.6278 -18.9652 -3.0364
N -5.0001 -20.2110 -5.7079
C -4.7635 -20.1100 -4.3407
S -5.9522 -20.2259 -3.1679
N -3.4744 -19.9391 -3.9519
N -3.2591 -20.1741 -2.6350
C -3.8528 -21.1152 -1.8321
C -3.7122 -22.5448 -2.1084
C -4.7831 -23.4232 -2.2640
C -4.5838 -24.8383 -2.3612
C -3.2937 -25.3001 -2.6585
C -2.2105 -24.4378 -2.5972
C -2.4208 -23.0813 -2.2702
C -4.3945 -20.5883 -0.6151
C -5.4808 -21.2244 0.0425
C -5.8536 -20.7452 1.3049
C -5.2835 -19.5968 1.7922
C -4.2204 -19.0385 1.0614
N -3.7628 -19.5517 -0.0565
H -5.9141 -20.5811 -5.9461
H -4.1885 -20.5601 -6.2514
H -5.7812 -23.0601 -2.4076
H -5.4848 -25.5007 -2.2876
H -3.2035 -26.3293 -3.0519
H -1.2068 -24.8498 -2.8367
H -1.5348 -22.3994 -2.1586
H -5.9749 -22.1158 -0.3651
H -6.5383 -21.3417 1.9149
H -5.6187 -19.1200 2.6981
H -3.6445 -18.1282 1.4256
N -1.3323 -14.8052 -3.7625
C -2.0218 -15.9685 -3.6193
O -1.5792 -17.0820 -4.0776
C -3.4087 -15.8677 -2.9975
C -3.6736 -16.7630 -1.8232
H -0.3469 -14.8684 -3.9898
H -1.4033 -14.2642 -2.9103
H -4.1534 -16.1272 -3.7607
H -3.5831 -14.8143 -2.7246
H -4.6365 -17.2296 -1.7899
H -2.8913 -16.9869 -1.1323
Se 2.1822 -19.5239 -6.1085
C 0.5866 -19.6206 -5.3246
N -0.4672 -19.6835 -4.7299
C 1.2367 -15.6334 0.9682
N 0.8353 -16.8582 0.3075
C 1.2301 -18.1062 0.7585
C 0.8921 -19.2744 0.1229
C -0.0482 -19.1038 -0.9894
O -0.3921 -20.0948 -1.7409
N -0.4757 -17.9403 -1.3926
C -0.1070 -16.7562 -0.7207
O -0.5625 -15.6690 -1.0968
H 1.7132 -15.8519 1.9344
H 0.3217 -15.0093 1.0516
H 2.0451 -15.0998 0.4427
H 1.6914 -18.0546 1.7263
H 1.1818 -20.2917 0.5676
N -3.4663 -18.4678 -11.7441
C -4.4732 -17.7572 -11.0950
O -5.5312 -17.6080 -11.6895
C -4.1804 -17.2205 -9.7333
C -5.3010 -16.5865 -9.1084
C -5.1737 -16.2363 -7.7883
N -4.1172 -16.5293 -7.0392
C -3.0439 -17.0846 -7.6017
C -2.9981 -17.3384 -8.9692
H -3.6799 -18.9994 -12.5881
H -2.6599 -18.6061 -11.1806
H -6.1934 -16.4261 -9.7304
H -5.9819 -15.7033 -7.2592
H -2.2612 -17.4641 -6.8697
H -2.0269 -17.6046 -9.4129
*
```

=====

The following is a quantum chemistry calculation of a structure of composition C28H28N4PPtS3Te, from the Open Molecules 2025 dataset.

As for the energy above the lowest of the compared OMol25 structures with the same formula, charge and spin: 50.8 kcal/mol. As for the total energy: -3225.88307 a.u.

The geometry in ORCA input format:
```
! wB97M-V def2-TZVPD RIJCOSX def2/J DEFGRID3
* xyz 1 1
Pt -1.1254 0.7104 1.6501
C -2.6412 2.3641 5.2950
C -2.2132 1.4714 4.1734
N -1.2595 1.8195 3.2996
N -0.5304 2.9587 3.3743
C 0.3198 3.2718 2.3855
N 1.1560 4.3246 2.5218
S 0.3261 2.3813 0.9230
C -2.7510 0.1833 3.9345
C -3.6088 -0.4877 4.8322
C -4.0133 -1.7695 4.5739
C -3.5371 -2.4160 3.4231
C -2.7082 -1.7226 2.5716
N -2.3455 -0.4558 2.7763
H -2.5960 3.4105 4.9966
H -2.0264 2.2314 6.1873
H -3.6735 2.1563 5.5595
H -0.6432 3.5598 4.1864
H 1.3067 4.7611 3.4161
H 1.8832 4.4160 1.8336
H -3.9236 0.0140 5.7327
H -4.6754 -2.2822 5.2517
H -3.8117 -3.4326 3.1987
H -2.3157 -2.1986 1.6815
C -3.2169 -1.0502 -0.7218
Te -1.1596 -0.3523 -0.7152
C -0.6746 -2.4522 -0.6913
C -1.9584 -3.2138 -0.8069
C -1.9314 -4.5945 -0.9596
C -3.1106 -5.3135 -1.0181
C -4.3260 -4.6581 -0.9014
C -4.3607 -3.2801 -0.7964
C -3.1798 -2.5490 -0.7686
H -3.7177 -0.6637 -1.6112
H -3.7681 -0.6901 0.1508
H -0.1328 -2.6985 0.2243
H -0.0118 -2.6625 -1.5326
H -0.9811 -5.1022 -1.0327
H -3.0868 -6.3813 -1.1672
H -5.2477 -5.2175 -0.9022
H -5.3044 -2.7556 -0.7594
S 2.6839 -2.1262 -2.8505
P 2.8295 -0.2318 -2.2500
S 1.8665 -0.1390 -0.4747
C 2.1882 0.9136 -3.5177
C 1.0891 1.7300 -3.3017
C 0.6694 2.5795 -4.3113
C 1.3455 2.6041 -5.5206
C 2.4372 1.7761 -5.7378
C 2.8633 0.9274 -4.7344
C 4.5236 0.3458 -1.9307
C 5.6105 -0.5132 -1.8976
C 6.8509 -0.0142 -1.5353
C 6.9931 1.3224 -1.2017
C 5.9057 2.1812 -1.2611
C 4.6660 1.6951 -1.6252
H 0.5772 1.7090 -2.3454
H -0.1855 3.2203 -4.1512
H 1.0201 3.2724 -6.3020
H 2.9517 1.7916 -6.6875
H 3.7134 0.2751 -4.8862
H 5.4855 -1.5568 -2.1513
H 7.7092 -0.6672 -1.5089
H 7.9552 1.7002 -0.8926
H 6.0257 3.2272 -1.0234
H 3.8009 2.3438 -1.6701
*
```

=====

The following is a quantum chemistry calculation of a structure of composition C28H29AsN2O4PPtS, from the Open Molecules 2025 dataset.

As for the energy above the lowest of the compared OMol25 structures with the same formula, charge and spin: 101.2 kcal/mol. As for the total energy: -4588.27351 a.u.

The geometry in ORCA input format:
```
! wB97M-V def2-TZVPD RIJCOSX def2/J DEFGRID3
* xyz 3 1
Pt -1.6030 1.1322 0.6957
N -0.4774 0.1242 2.6444
C 0.8771 -0.1128 2.1260
C 1.7639 -0.9738 2.9985
C 2.9655 -1.4271 2.6544
C 3.3883 0.2040 0.6712
C 2.3285 0.1966 -0.4191
C 1.0727 -0.2036 -0.2486
P -0.4030 0.3515 -1.1943
C 0.1238 1.5415 -2.4235
C 0.0831 2.9041 -2.1186
C 0.5152 3.8247 -3.0578
C 0.9714 3.3904 -4.2972
C 1.0256 2.0319 -4.5925
C 0.5935 1.1005 -3.6644
C -1.1141 -1.0591 -2.0369
C -2.0659 -0.8212 -3.0351
C -2.6374 -1.8935 -3.6965
C -2.2777 -3.1933 -3.3556
C -1.3415 -3.4276 -2.3556
C -0.7614 -2.3638 -1.6851
H -0.4708 0.7463 3.4491
H -0.8805 -0.7632 2.9312
H 1.3239 -1.3024 3.9333
H 3.4483 -2.1246 3.3326
H 4.3042 0.5847 0.2096
H 2.5962 0.6634 -1.3593
H -0.3011 3.2356 -1.1600
H 0.4892 4.8823 -2.8326
H 1.2677 4.1151 -5.0435
H 1.3949 1.7034 -5.5546
H 0.6144 0.0438 -3.9006
H -2.3315 0.1950 -3.3031
H -3.3532 -1.7198 -4.4887
H -2.7245 -4.0292 -3.8771
H -1.0554 -4.4398 -2.1034
H -0.0300 -2.5427 -0.9069
O 0.8360 2.2764 1.6531
C 1.5206 1.3089 1.8258
O 0.6371 -0.8111 0.9081
C 2.9877 1.1890 1.7432
C 3.8403 1.7128 2.6645
C 5.1692 1.2925 2.8549
C 5.8013 0.1104 2.4128
C 5.2166 -0.9581 1.8112
C 3.7674 -1.1002 1.4057
N 6.0988 -2.1385 1.5326
O 7.2030 -2.1111 2.0148
O 5.6259 -2.9922 0.8127
H 3.4670 2.4877 3.3273
H 5.7707 1.9212 3.5058
H 6.8543 0.0059 2.6526
H 3.7031 -1.9451 0.7171
C -6.8586 1.0223 1.2813
As -5.0774 0.3199 1.1128
C -4.7860 -0.9644 2.5277
C -4.9143 -0.6151 -0.5706
S -3.6693 1.9948 1.2182
H -7.5538 0.1853 1.2119
H -7.0611 1.7323 0.4819
H -6.9794 1.5141 2.2447
H -5.6126 -1.6747 2.4973
H -4.7782 -0.4675 3.4954
H -3.8505 -1.4933 2.3608
H -5.6834 -1.3871 -0.6046
H -3.9274 -1.0700 -0.6418
H -5.0660 0.0815 -1.3927
*
```

=====

What did the second record say?
The following is a quantum chemistry calculation of a structure of composition C28H28N10O4SScSe, from the Open Molecules 2025 dataset.

As for the energy above the lowest of the compared OMol25 structures with the same formula, charge and spin: 85.1 kcal/mol. As for the total energy: -5492.77375 a.u.

The geometry in ORCA input format:
```
! wB97M-V def2-TZVPD RIJCOSX def2/J DEFGRID3
* xyz -1 1
Sc -1.6278 -18.9652 -3.0364
N -5.0001 -20.2110 -5.7079
C -4.7635 -20.1100 -4.3407
S -5.9522 -20.2259 -3.1679
N -3.4744 -19.9391 -3.9519
N -3.2591 -20.1741 -2.6350
C -3.8528 -21.1152 -1.8321
C -3.7122 -22.5448 -2.1084
C -4.7831 -23.4232 -2.2640
C -4.5838 -24.8383 -2.3612
C -3.2937 -25.3001 -2.6585
C -2.2105 -24.4378 -2.5972
C -2.4208 -23.0813 -2.2702
C -4.3945 -20.5883 -0.6151
C -5.4808 -21.2244 0.0425
C -5.8536 -20.7452 1.3049
C -5.2835 -19.5968 1.7922
C -4.2204 -19.0385 1.0614
N -3.7628 -19.5517 -0.0565
H -5.9141 -20.5811 -5.9461
H -4.1885 -20.5601 -6.2514
H -5.7812 -23.0601 -2.4076
H -5.4848 -25.5007 -2.2876
H -3.2035 -26.3293 -3.0519
H -1.2068 -24.8498 -2.8367
H -1.5348 -22.3994 -2.1586
H -5.9749 -22.1158 -0.3651
H -6.5383 -21.3417 1.9149
H -5.6187 -19.1200 2.6981
H -3.6445 -18.1282 1.4256
N -1.3323 -14.8052 -3.7625
C -2.0218 -15.9685 -3.6193
O -1.5792 -17.0820 -4.0776
C -3.4087 -15.8677 -2.9975
C -3.6736 -16.7630 -1.8232
H -0.3469 -14.8684 -3.9898
H -1.4033 -14.2642 -2.9103
H -4.1534 -16.1272 -3.7607
H -3.5831 -14.8143 -2.7246
H -4.6365 -17.2296 -1.7899
H -2.8913 -16.9869 -1.1323
Se 2.1822 -19.5239 -6.1085
C 0.5866 -19.6206 -5.3246
N -0.4672 -19.6835 -4.7299
C 1.2367 -15.6334 0.9682
N 0.8353 -16.8582 0.3075
C 1.2301 -18.1062 0.7585
C 0.8921 -19.2744 0.1229
C -0.0482 -19.1038 -0.9894
O -0.3921 -20.0948 -1.7409
N -0.4757 -17.9403 -1.3926
C -0.1070 -16.7562 -0.7207
O -0.5625 -15.6690 -1.0968
H 1.7132 -15.8519 1.9344
H 0.3217 -15.0093 1.0516
H 2.0451 -15.0998 0.4427
H 1.6914 -18.0546 1.7263
H 1.1818 -20.2917 0.5676
N -3.4663 -18.4678 -11.7441
C -4.4732 -17.7572 -11.0950
O -5.5312 -17.6080 -11.6895
C -4.1804 -17.2205 -9.7333
C -5.3010 -16.5865 -9.1084
C -5.1737 -16.2363 -7.7883
N -4.1172 -16.5293 -7.0392
C -3.0439 -17.0846 -7.6017
C -2.9981 -17.3384 -8.9692
H -3.6799 -18.9994 -12.5881
H -2.6599 -18.6061 -11.1806
H -6.1934 -16.4261 -9.7304
H -5.9819 -15.7033 -7.2592
H -2.2612 -17.4641 -6.8697
H -2.0269 -17.6046 -9.4129
*
```

=====

- Look up the total energy of the third one.
  -3225.88307 a.u.

=====

- The lowest total energy belongs to which entry?
  C28H28N10O4SScSe

=====

- What is the total energy in the first record?
  -3002.73408 a.u.